C4H12S2 | the ωB97M-V functional and the def2-TZVPD basis

## Properties
- Energy above the lowest of the compared OMol25 structures with the same formula, charge and spin: 14.0 kcal per mole
- Net charge: 0
- SMILES: CSC.CSC
- Kohn-Sham gap: 9.20 eV
- E_HOMO: -8.2227 eV
- DFT total energy: -26012.5096 eV

Element x y z (Å)
C: 2.90238 -1.15747 -0.03495
S: 1.62307 0.08524 -0.14506
C: 2.63885 1.58548 0.05177
H: 3.58180 -0.90683 0.77661
H: 2.45470 -2.08178 0.31668
H: 3.48720 -1.49251 -0.89265
H: 2.12551 2.36893 -0.48362
H: 3.65001 1.40352 -0.30488
H: 2.74353 1.80348 1.11209
C: -2.56258 0.01911 1.51493
S: -2.39396 0.41426 -0.24720
C: -1.75588 -1.10558 -1.00551
H: -3.49447 -0.49630 1.73445
H: -1.66548 -0.50550 1.83660
H: -2.53945 0.99823 1.99497
H: -2.60474 -1.63367 -1.42934
H: -1.26172 -1.73172 -0.26384
H: -1.01437 -0.83935 -1.74831